C19H33Cl6MgO10 | ωB97M-V/def2-TZVPD

Last column: Löwdin charge in e.
Cartesian coordinates (Å):
Mg (-2.7439, 0.3728, 1.0028)  0.74
C (-0.2861, -1.0220, -0.3420)  -0.29
O (-1.0526, -0.6087, 0.7682)  -0.46
H (-0.4671, -2.0325, -0.7083)  0.06
H (-0.4680, -0.3256, -1.1605)  0.04
H (0.7449, -1.0331, 0.0118)  0.05
C (4.6553, -3.5608, -1.5694)  -0.03
C (3.9919, -2.6850, -0.5383)  -0.31
C (2.7636, -3.2468, 0.1724)  -0.07
O (3.0553, -2.9199, 1.5252)  0.07
C (4.2605, -2.3634, 1.6487)  -0.61
O (4.7300, -1.9458, 2.6912)  0.13
O (4.9089, -2.4873, 0.5397)  0.12
H (5.6227, -3.2021, -1.9209)  0.09
H (4.0104, -3.5751, -2.4481)  0.01
H (4.7379, -4.6069, -1.2744)  0.09
H (3.7204, -1.7622, -1.0509)  0.15
H (2.8014, -4.3338, 0.1006)  0.14
H (1.8451, -2.7748, -0.1763)  0.10
C (-2.5768, 3.3344, -4.6380)  -0.02
C (-3.5187, 2.5044, -3.7468)  -0.33
C (-3.9262, 1.1615, -4.4212)  -0.13
O (-3.9277, 0.3149, -3.3490)  0.08
C (-3.3354, 0.8414, -2.2768)  -0.54
O (-3.2205, 0.3359, -1.2024)  0.04
O (-2.9000, 2.0801, -2.5861)  0.07
H (-2.3230, 4.2656, -4.1316)  0.04
H (-3.0051, 3.5690, -5.6125)  0.09
H (-1.6890, 2.7130, -4.7553)  0.07
H (-4.4000, 3.1189, -3.5632)  0.15
H (-3.2179, 0.9020, -5.2080)  0.11
H (-4.9479, 1.2617, -4.7874)  0.14
C (-1.6936, -2.0931, 6.9418)  -0.01
C (-2.1309, -0.7548, 6.3179)  -0.29
C (-1.0729, 0.3709, 6.0956)  -0.09
O (-1.4287, 0.8620, 4.8693)  0.06
C (-2.3551, 0.1244, 4.2800)  -0.48
O (-2.6731, 0.3223, 3.1141)  -0.01
O (-2.6259, -0.9656, 5.0211)  0.11
H (-2.5083, -2.7863, 7.1511)  0.08
H (-1.0317, -2.0046, 7.8034)  0.09
H (-1.0830, -2.6835, 6.2587)  0.09
H (-2.9569, -0.3191, 6.8799)  0.15
H (-0.0326, 0.0598, 6.0012)  0.14
H (-1.1801, 1.1592, 6.8408)  0.14
Cl (-0.5262, 5.3123, -2.2304)  0.57
C (-0.4411, 3.9222, -1.1559)  -0.69
C (0.3315, 2.6856, -1.6523)  -0.65
Cl (2.0466, 3.0845, -1.8526)  0.56
H (-1.4654, 3.7742, -0.8137)  0.06
H (0.0227, 4.3273, -0.2565)  0.03
H (-0.1073, 2.2525, -2.5512)  0.04
H (0.2274, 1.9050, -0.8987)  0.04
Cl (1.9471, 3.2764, 1.7652)  0.55
C (1.2740, 1.6292, 1.9187)  -0.60
C (1.3147, 1.3137, 3.4442)  -0.73
Cl (2.9030, 1.3894, 4.1248)  0.59
H (1.8625, 0.9091, 1.3502)  0.07
H (0.2864, 1.6441, 1.4577)  0.04
H (0.7954, 0.3974, 3.7251)  0.06
H (0.7345, 2.0166, 4.0419)  0.05
Cl (-0.6400, -0.1837, -4.4874)  0.64
C (0.5638, -1.3897, -4.9124)  -0.68
C (1.3364, -2.0276, -3.7374)  -0.63
Cl (2.4809, -3.1425, -4.4906)  0.62
H (1.2722, -0.8234, -5.5169)  0.06
H (0.0916, -2.1059, -5.5848)  0.07
H (0.7396, -2.5421, -2.9843)  0.07
H (1.8803, -1.2061, -3.2710)  0.07

Spin multiplicity ... 2
Gap between HOMO and LUMO (spin up / spin down) ... 4.901 / 8.699 eV
Expectation value of S² ... 0.75
F_max ... 3.79 eV Å⁻¹